1.
{"formula": "C9H9NO2", "method": "ωB97M-V with the def2-TZVPD basis set", "relative_energy_kj_mol": 940.61, "lumo_energy_ev": [-0.15, -0.18], "homo_ev": [-8.35, -8.29], "mol_weight_g_mol": 163.2, "symbols": ["C", "C", "C", "C", "C", "C", "C", "C", "C", "N", "O", "O", "H", "H", "H", "H", "H", "H", "H", "H", "H"], "positions_angstrom": [[-0.540, 0.860, 2.306], [0.471, -0.091, 2.133], [-1.543, 1.312, 1.559], [0.612, -0.819, 1.086], [-1.310, -0.053, -0.338], [1.700, -0.386, -1.064], [0.453, 0.114, -1.909], [1.146, -1.365, -0.139], [-0.729, -0.796, -1.398], [-1.829, 1.007, 0.119], [-2.700, 1.676, -0.508], [0.096, -1.934, -0.980], [-0.539, 1.219, 3.378], [1.215, -0.223, 2.968], [-2.052, 2.155, 1.800], [2.352, -0.782, -1.783], [2.098, 0.530, -0.562], [0.325, 1.142, -1.820], [0.581, -0.186, -2.916], [1.719, -2.283, 0.053], [-1.528, -1.097, -1.986]], "lowdin_charge": [-0.099, -0.137, 0.035, 0.147, 0.105, -0.099, -0.049, -0.345, -0.246, -0.254, -0.078, -0.072, 0.132, 0.135, 0.085, 0.101, 0.139, 0.094, 0.101, 0.166, 0.138]}



2.
{"formula": "C7H20N10SV", "method": "ωB97M-V with the def2-TZVPD basis set", "relative_energy_kj_mol": 5.64, "lumo_energy_ev": [-10.87, -9.94], "homo_ev": [-18.86, -19.01], "total_charge": 3, "spin_multiplicity": 3, "mol_weight_g_mol": 327.3, "symbols": ["V", "C", "N", "C", "C", "N", "N", "C", "N", "N", "H", "H", "H", "H", "H", "H", "H", "H", "H", "H", "H", "C", "C", "N", "N", "C", "S", "N", "N", "H", "H", "H", "H", "H", "H", "N", "H", "H", "H"], "positions_angstrom": [[-1.585, -0.355, 0.308], [0.139, -4.741, -0.317], [0.084, -4.199, 1.057], [0.498, -5.155, 2.108], [-0.393, -2.987, 1.244], [-0.880, -2.224, 0.265], [-0.357, -2.465, 2.531], [-1.042, -1.404, 3.045], [-0.978, -1.252, 4.359], [-1.716, -0.560, 2.266], [0.621, -5.711, -0.276], [0.738, -4.088, -0.952], [-0.866, -4.878, -0.717], [-0.269, -5.919, 2.222], [0.675, -4.680, 3.068], [1.434, -5.606, 1.791], [-0.909, -2.752, -0.598], [0.216, -2.971, 3.188], [-0.570, -1.944, 4.971], [-1.388, -0.449, 4.811], [-2.236, 0.098, 2.836], [-3.216, 4.839, 0.514], [-1.926, 4.152, 0.260], [-0.782, 4.711, 0.028], [0.101, 3.681, -0.146], [-0.462, 2.499, -0.029], [0.248, 0.925, -0.157], [-1.757, 2.768, 0.238], [-2.700, 1.737, 0.427], [-3.035, 5.912, 0.510], [-3.622, 4.564, 1.489], [-3.943, 4.607, -0.266], [1.074, 3.884, -0.345], [-3.168, 1.906, 1.318], [-3.418, 1.848, -0.290], [-2.480, -0.654, -1.675], [-2.549, 0.205, -2.222], [-3.412, -1.073, -1.718], [-1.898, -1.263, -2.253]], "lowdin_charge": [0.732, 0.017, -0.094, 0.037, -0.354, 0.016, 0.195, -0.414, 0.245, -0.001, 0.111, 0.114, 0.114, 0.124, 0.085, 0.117, 0.060, 0.147, 0.152, 0.150, 0.094, 0.036, -0.268, 0.200, 0.102, -0.635, 0.788, -0.064, 0.094, 0.115, 0.102, 0.105, 0.198, 0.137, 0.140, 0.033, 0.086, 0.101, 0.089]}



3.
{"formula": "C2H9N3O", "method": "ωB97M-V with the def2-TZVPD basis set", "relative_energy_kj_mol": 157.75, "lumo_energy_ev": 0.84, "homo_ev": -9.67, "mol_weight_g_mol": 91.1, "symbols": ["N", "C", "O", "H", "H", "H", "N", "C", "N", "H", "H", "H", "H", "H", "H"], "positions_angstrom": [[2.784, 1.643, 0.371], [3.856, 0.828, 0.898], [4.334, -0.108, 0.230], [2.352, 2.361, 0.893], [2.755, 1.721, -0.643], [4.298, 1.124, 1.827], [-1.804, -0.548, -1.375], [-2.704, -0.519, -0.158], [-2.074, -1.317, 0.915], [-2.134, 0.168, -1.961], [-1.940, -1.550, -1.814], [-2.916, 0.519, -0.051], [-3.695, -0.976, -0.402], [-2.033, -2.196, 0.428], [-1.078, -1.151, 0.842]], "lowdin_charge": [0.089, -0.320, -0.022, 0.057, 0.093, 0.104, -0.039, -0.357, -0.008, 0.016, 0.109, 0.083, 0.104, 0.039, 0.053]}



4.
{"formula": "C15H21NO3S", "method": "ωB97M-V with the def2-TZVPD basis set", "relative_energy_kj_mol": 259.83, "lumo_energy_ev": -0.27, "homo_ev": -9.10, "mol_weight_g_mol": 295.4, "symbols": ["C", "C", "C", "C", "C", "C", "O", "C", "C", "C", "C", "S", "C", "C", "C", "C", "N", "O", "C", "O", "H", "H", "H", "H", "H", "H", "H", "H", "H", "H", "H", "H", "H", "H", "H", "H", "H", "H", "H", "H", "H"], "positions_angstrom": [[-4.327, -0.418, 3.025], [-4.467, 0.269, 1.634], [-3.476, -0.243, 0.571], [-2.066, 0.307, 0.703], [-1.368, 0.261, 1.802], [0.032, 0.820, 1.737], [0.496, 1.488, 2.599], [0.767, 0.494, 0.456], [2.229, 0.094, 0.509], [2.258, -1.398, 0.992], [2.871, -2.353, -0.064], [1.812, -3.850, -0.233], [0.071, 0.546, -0.653], [0.604, 0.229, -2.030], [1.175, 1.485, -2.727], [2.675, 1.380, -2.971], [3.292, 2.574, -3.371], [3.316, 0.387, -2.823], [-1.384, 0.922, -0.504], [-1.937, 1.661, -1.246], [-4.006, 0.340, 3.744], [-5.235, -0.916, 3.364], [-3.545, -1.183, 3.014], [-5.473, 0.065, 1.262], [-4.284, 1.336, 1.761], [-3.369, -1.336, 0.602], [-3.871, -0.030, -0.426], [-1.721, -0.174, 2.727], [2.717, 0.211, -0.453], [2.677, 0.682, 1.314], [2.731, -1.502, 1.969], [1.225, -1.738, 1.142], [2.930, -1.866, -1.035], [3.835, -2.692, 0.312], [2.674, -4.872, -0.435], [1.368, -0.539, -1.900], [-0.177, -0.241, -2.631], [0.704, 1.685, -3.691], [1.003, 2.322, -2.044], [2.947, 3.316, -2.767], [4.294, 2.476, -3.235]], "lowdin_charge": [-0.106, -0.222, -0.146, -0.132, 0.061, -0.332, 0.145, -0.116, -0.093, -0.231, -0.524, 0.677, -0.111, -0.097, -0.074, -0.536, 0.132, 0.076, -0.299, 0.154, 0.070, 0.066, 0.058, 0.100, 0.109, 0.126, 0.112, 0.117, 0.089, 0.117, 0.111, 0.077, 0.045, 0.070, -0.159, 0.094, 0.128, 0.129, 0.124, 0.093, 0.100]}